The following is a quantum chemistry calculation of a 8-piece molecular cluster, C32H77N3O8 overall at a distorted geometry, from the Open Molecules 2025 dataset.

```
120
C32H77N3O8 (ωB97M-V with the def2-TZVPD basis set)
C -18.572 -3.062 4.846
C -19.021 -2.880 6.303
C -20.455 -3.369 6.455
C -18.157 -3.742 7.236
C -16.755 -3.187 7.473
C -16.842 -1.738 7.955
C -17.701 -0.830 7.080
C -18.068 0.437 7.854
C -16.937 -0.431 5.814
N -18.953 -1.522 6.775
O -19.837 -0.680 6.046
H -18.985 -4.018 4.499
H -18.970 -2.335 4.140
H -17.489 -3.158 4.792
H -21.057 -3.113 5.572
H -20.531 -4.452 6.529
H -20.936 -2.816 7.262
H -18.672 -3.724 8.208
H -18.219 -4.773 6.885
H -16.247 -3.774 8.236
H -16.228 -3.205 6.515
H -15.808 -1.373 7.903
H -17.124 -1.673 9.008
H -18.822 0.166 8.601
H -18.535 1.095 7.131
H -17.272 0.940 8.399
H -16.635 -1.296 5.219
H -15.989 0.044 6.075
H -17.493 0.230 5.147
H -20.505 -0.430 6.692
C -20.771 3.453 1.712
C -19.436 3.044 2.339
C -19.053 1.655 1.837
C -18.354 4.016 1.886
C -18.309 5.315 2.681
C -18.155 4.972 4.165
C -19.316 4.137 4.673
C -18.920 3.585 6.043
C -20.541 5.025 4.866
N -19.485 3.005 3.783
O -20.467 2.102 4.257
H -21.603 2.956 2.218
H -20.981 4.515 1.884
H -20.829 3.267 0.640
H -18.182 1.286 2.394
H -19.863 0.941 2.011
H -18.781 1.583 0.783
H -17.367 3.539 1.855
H -18.485 4.306 0.834
H -17.451 5.935 2.427
H -19.248 5.859 2.583
H -18.030 5.890 4.743
H -17.226 4.410 4.331
H -18.435 2.614 5.944
H -19.821 3.331 6.619
H -18.357 4.248 6.698
H -20.324 5.854 5.540
H -21.358 4.454 5.317
H -20.939 5.428 3.932
H -19.963 1.332 4.549
C -15.609 -0.802 1.774
C -15.178 -2.267 1.644
C -14.286 -2.614 2.844
C -16.400 -3.168 1.633
C -16.143 -4.595 1.174
C -15.628 -4.571 -0.268
C -14.389 -3.688 -0.380
C -13.155 -4.492 0.035
C -14.203 -3.328 -1.858
N -14.514 -2.410 0.342
O -13.250 -1.757 0.396
H -14.731 -0.184 1.955
H -16.033 -0.460 0.827
H -16.349 -0.669 2.566
H -14.814 -2.383 3.773
H -13.963 -3.657 2.828
H -13.362 -2.030 2.872
H -16.901 -3.148 2.600
H -17.067 -2.702 0.892
H -15.452 -5.156 1.809
H -17.106 -5.107 1.273
H -16.444 -4.281 -0.934
H -15.360 -5.599 -0.523
H -13.043 -5.341 -0.644
H -13.198 -4.862 1.063
H -12.233 -3.918 -0.033
H -14.424 -4.146 -2.546
H -13.193 -2.970 -2.081
H -14.877 -2.516 -2.155
H -13.263 -1.202 -0.391
C -15.400 4.689 6.742
O -16.305 5.647 7.288
H -15.997 3.839 6.438
H -14.810 5.145 5.943
H -14.629 4.421 7.479
H -15.809 6.439 7.507
C -14.880 2.259 3.862
O -13.972 3.018 4.662
H -14.326 1.596 3.196
H -15.547 1.655 4.482
H -15.523 2.924 3.287
H -13.663 2.394 5.326
C -10.786 1.169 2.523
O -9.817 0.555 3.376
H -11.393 1.823 3.157
H -10.303 1.718 1.714
H -11.424 0.378 2.138
H -9.282 1.252 3.763
C -13.736 1.329 7.564
O -12.924 0.473 6.783
H -13.263 2.307 7.680
H -14.723 1.490 7.118
H -13.927 0.944 8.570
H -12.791 -0.351 7.256
C -14.378 5.760 2.620
O -13.217 5.307 3.310
H -14.465 5.281 1.639
H -15.277 5.546 3.207
H -14.266 6.833 2.489
H -13.370 4.390 3.571
```

Results
**SMILES**: CC1(C)CCCC(C)(C)N1O.CC1(C)CCCC(C)(C)N1O.CC1(C)CCCC(C)(C)N1O.CO.CO.CO.CO.CO
**ΔE to the lowest compared entry with this formula, charge and spin**: 0.603 eV



The following is a quantum chemistry calculation of a 2-piece molecular cluster, C6H11F2N4 overall at a distorted geometry, from the Open Molecules 2025 dataset.

```
23
C6H11F2N4 (ωB97M-V with the def2-TZVPD basis set)
C 0.470 0.688 -0.152
C -3.104 -1.267 -1.083
C -0.365 1.576 0.296
C 1.851 -1.381 -0.782
C 0.853 -1.022 1.516
C 0.633 -0.854 0.031
N 1.550 1.230 -0.881
N -2.744 -0.387 -0.451
N 1.782 2.015 -1.720
N -1.530 1.374 1.067
F -3.541 -2.229 -1.741
F 0.646 2.755 -2.289
H -0.270 2.565 -0.156
H 2.655 -0.798 -0.342
H 1.755 -1.137 -1.812
H 2.059 -2.451 -0.637
H -0.008 -0.994 2.214
H 1.647 -0.493 1.881
H 1.271 -2.022 1.635
H -0.206 -1.327 -0.483
H -2.227 0.701 0.717
H -2.049 2.229 1.207
H -1.128 1.230 1.966
```

Results
**Total charge**: +1
**ΔE to the lowest compared entry with this formula, charge and spin**: 4.549 eV



The following is a quantum chemistry calculation of C14H28BaN4O4S4 as an isolated structure, from the Open Molecules 2025 dataset.

```
55
C14H28BaN4O4S4 (ωB97M-V with the def2-TZVPD basis set)
Ba -1.048 1.009 0.658
C 0.615 -2.218 1.706
C -0.831 -2.650 1.574
O -1.757 -1.592 1.797
C -2.303 -1.476 3.106
C -1.322 -0.935 4.124
O -0.725 0.222 3.588
C 0.397 0.696 4.326
C 1.161 1.651 3.434
O 1.398 1.047 2.170
C 2.445 0.114 2.091
C 2.213 -0.680 0.821
O 0.889 -1.216 0.745
H 1.256 -3.093 1.532
H 0.808 -1.847 2.715
H -1.020 -3.475 2.268
H -1.014 -3.004 0.558
H -2.690 -2.442 3.445
H -3.144 -0.788 3.005
H -0.553 -1.682 4.358
H -1.859 -0.714 5.054
H 1.019 -0.160 4.618
H 0.073 1.206 5.238
H 2.089 1.973 3.915
H 0.564 2.538 3.212
H 2.474 -0.535 2.974
H 3.414 0.622 2.020
H 2.953 -1.481 0.727
H 2.299 -0.007 -0.032
S 0.359 3.336 -0.345
S 2.168 5.400 0.352
S 1.111 5.879 1.897
S -0.798 3.847 1.269
C 0.768 0.598 -2.621
N 0.874 0.393 -4.063
C -0.148 1.215 -4.719
N -1.502 0.865 -4.271
C -1.561 1.065 -2.828
N -0.572 0.229 -2.114
C -0.819 -1.179 -2.457
N -0.744 -1.420 -3.895
C 0.591 -1.013 -4.353
C -1.730 -0.553 -4.554
H 0.953 1.644 -2.375
H 1.514 -0.025 -2.122
H -0.083 1.066 -5.798
H 0.040 2.265 -4.494
H -2.566 0.806 -2.475
H -1.360 2.113 -2.591
H -1.814 -1.464 -2.102
H -0.072 -1.795 -1.951
H 0.655 -1.175 -5.430
H 1.339 -1.637 -3.859
H -2.730 -0.830 -4.213
H -1.673 -0.714 -5.632
```

Results
**ΔE to the lowest compared entry with this formula, charge and spin**: 2.450 eV



HOMO-LUMO gap (computed, eV): 8.55, 10.05, 4.47